ORCA calculation (wB97M-V/def2-TZVPD) on an isolated molecule of C10H8O2 at a distorted geometry.

Computed properties:
Largest force on an atom   2.0 eV/Å
HOMO level   -8.8 eV
Structure (SMILES)   Cc1ccc2oc(=O)ccc2c1
E   -14594.368 eV
Gap between HOMO and LUMO   8.878 eV
LUMO level   0.03 eV

```
! RIJCOSX wB97M-V def2-TZVPD def2/J DEFGRID3
* xyz 0 1
O 2.06058 -2.49157 3.11301
C 1.47631 -2.00694 2.18737
H -0.99788 -0.74151 -1.79092
H -0.51181 -2.69505 -0.64341
H -0.00467 3.03383 -0.02960
C 0.76061 -0.12831 0.98127
C 0.72229 1.26943 0.98591
H -2.16658 1.60114 -2.76461
H -2.08748 2.80360 -1.51009
C -1.45697 2.11772 -2.05882
C 0.68102 -2.74805 1.19809
O 1.40696 -0.68881 2.03139
H 1.34712 1.81167 1.66639
C 0.01867 1.93391 -0.02775
C 0.03648 -2.23993 0.15449
C 0.04755 -0.82780 -0.00167
C -0.61799 1.26563 -1.09276
C -0.58470 -0.10412 -1.01898
H 0.65943 -3.78167 1.32160
H -0.78894 2.61684 -2.70092
*
```